# 1
39
Properties=species:S:1:pos:R:3 method="wB97M-V/def2-TZVPD" total_charge=+2 orbital_gap_ev="6.08 / 7.04" multiplicity=4 s2=3.902
Cr 0.2654 -0.1275 -0.6612
Cl 2.4134 0.4107 -0.3451
Cl 0.8259 -1.4989 -2.3906
P -0.1834 2.0753 -1.7075
O -2.2834 1.2655 0.7205
O -1.6939 -2.3773 -2.3749
O 0.9341 1.4194 4.7664
N 0.8680 -0.4649 6.0460
N 0.0935 -0.8060 1.2858
C 1.2481 3.1463 -1.4397
C -1.4978 3.3177 -1.6796
C -0.6557 -2.5245 -2.9574
C -0.1426 1.5401 -3.4339
C 0.7556 0.2184 4.8463
C 0.1088 -1.9993 3.7594
C -1.5672 0.6798 0.0135
C -0.2639 -3.4310 -4.0772
C -0.1504 -2.7502 2.6236
C 0.2817 -0.0309 2.3854
C -0.0847 -2.1348 1.3769
C 0.3754 -0.6283 3.6591
H 0.0872 -2.4976 4.7257
H 0.0131 2.4380 -4.0476
H 1.2896 3.8691 -2.2637
H 0.4072 1.0551 2.2546
H -1.0977 1.0544 -3.6802
H 0.6650 0.8112 -3.5792
H 0.2872 -2.8646 -4.8404
H -1.2584 4.0430 -2.4773
H 2.1597 2.5382 -1.3877
H -0.3979 -3.7971 2.6861
H -0.1859 -2.7198 0.4559
H 1.1247 3.6580 -0.4762
H 0.3550 -4.2413 -3.6731
H -1.1168 -3.9188 -4.5740
H 0.8362 -1.4708 6.1830
H -1.4979 3.8278 -0.7048
H -2.4752 2.8576 -1.8686
H 1.1577 0.0579 6.8519

# 2
36
Properties=species:S:1:pos:R:3 method="wB97M-V/def2-TZVPD" orbital_gap_ev=8.30 smiles="O=C1C=C(Cl)C(=O)C=C1F.CC(C)O.CC(C)O"
Cl 3.6331 0.1503 -0.9035
F -1.2634 -2.9393 0.0176
O -4.3064 -4.4952 1.5865
O 3.2209 -2.0678 0.9705
O 2.3921 3.3719 -1.5926
O -1.2082 -0.8662 -1.6551
C 3.5574 3.9052 -0.9621
C 2.1845 -0.7113 -0.6610
C 4.7556 3.8287 -1.8952
C -0.1165 -2.2752 -0.1267
C -4.7513 -2.4328 0.3917
C 1.0737 -0.4062 -1.3370
C -4.9672 -2.5640 2.8987
C -0.1740 -1.1495 -1.1040
C 3.2993 5.3245 -0.4816
C -5.1034 -3.3111 1.5810
C 0.9783 -2.5782 0.5621
C 2.2192 -1.8146 0.3516
H 1.0254 0.4085 -2.0490
H 2.4421 5.3505 0.1908
H -5.3885 -1.5485 0.3473
H 3.0800 5.9774 -1.3312
H -3.7124 -2.1005 0.4612
H 4.5825 4.4409 -2.7847
H 4.1662 5.7289 0.0424
H -5.6138 -1.6858 2.9243
H 4.9208 2.8023 -2.2235
H -3.3837 -4.2253 1.6532
H -4.8579 -2.9874 -0.5403
H 5.6617 4.1886 -1.4062
H -5.2259 -3.2124 3.7358
H 1.0153 -3.3850 1.2850
H 2.1985 3.9209 -2.3604
H -3.9349 -2.2299 3.0380
H 3.7297 3.2578 -0.1009
H -6.1285 -3.6703 1.4770

# 3
43
Properties=species:S:1:pos:R:3 method="wB97M-V/def2-TZVPD" total_charge=-1 orbital_gap_ev="8.01 / 5.81" multiplicity=2 s2=0.755
Se -0.9864 -2.1604 -0.2557
Se -2.7142 0.6948 0.1421
Ge -5.2649 -0.9688 1.4207
Cu 0.4760 -0.5002 0.4694
S 2.7464 -0.0026 1.4281
S 0.9210 2.6448 -0.0667
O 0.2007 3.8953 -0.0285
O 1.6684 2.3651 -1.2624
O 0.0446 1.5277 0.3644
O 3.9788 -0.6074 1.8211
O 1.5318 -0.4738 2.1778
O 2.3972 -0.1751 -0.0092
N 0.4990 -4.7675 -0.3379
C -4.5654 0.0983 -0.0612
C -4.7547 -0.2609 3.1637
C 2.1315 2.7796 1.2737
C 2.2906 4.0550 1.8018
C -7.2245 -0.9227 1.2901
C 3.8606 3.2532 3.4265
C 3.7216 1.9750 2.9126
C -4.6998 -2.8235 1.2562
C -0.0697 -3.7650 -0.2894
C 2.8699 1.7294 1.8399
C 3.1440 4.2948 2.8672
C -3.0315 2.2282 1.2942
H -3.6703 -0.1728 3.2390
H -3.9447 2.0691 1.8614
H -5.0162 -3.2289 0.2937
H -7.5486 -1.3474 0.3382
H -5.0989 -0.9440 3.9423
H -3.6149 -2.9104 1.3147
H -5.1899 0.9674 -0.2706
H 3.2347 5.2971 3.2674
H -5.2013 0.7170 3.3462
H 4.5235 3.4269 4.2646
H -7.6838 -1.5039 2.0920
H -4.5577 -0.5233 -0.9586
H -5.1479 -3.4236 2.0497
H 1.7087 4.8522 1.3617
H -2.1811 2.3155 1.9651
H 4.2812 1.1502 3.3296
H -3.0988 3.1318 0.6942
H -7.5964 0.1014 1.3528

| no. | DFT total energy (hartree) |
| --- | --- |
| 1 | -3108.95714 |
| 2 | -1329.02044 |
| 3 | -10290.98289 |